Record 1
{
  "formula": "C12H26Cl6InN4O3",
  "method": "ωB97M-V/def2-TZVPD",
  "charge": -1,
  "multiplicity": 1,
  "e_tot_ev": -105276.153,
  "elements": ["C", "C", "Cl", "C", "Cl", "In", "C", "C", "C", "O", "C", "C", "N", "N", "N", "O", "N", "O", "H", "H", "H", "H", "H", "H", "H", "H", "H", "H", "H", "H", "H", "H", "H", "H", "H", "H", "Cl", "C", "C", "Cl", "H", "H", "H", "H", "Cl", "C", "C", "Cl", "H", "H", "H", "H"],
  "positions_angstrom": [[1.28, -3.86, -1.59], [0.03, -4.01, -2.43], [-0.42, -5.69, -2.67], [-0.66, -2.98, -2.93], [-2.07, -3.37, -3.89], [-0.13, -0.83, -2.56], [2.00, -0.53, -2.17], [2.35, 0.94, -1.87], [3.85, 1.16, -1.86], [4.17, 2.53, -1.63], [-1.44, 0.04, -1.01], [-2.84, 0.42, -1.50], [-2.84, 1.42, -2.56], [-3.58, 1.02, -0.38], [-3.49, -0.80, -2.03], [-0.49, 0.28, -4.38], [-1.12, -0.41, -5.29], [-1.36, 0.22, -6.29], [2.02, -3.24, -2.11], [1.05, -3.42, -0.61], [1.73, -4.83, -1.41], [2.57, -0.86, -3.05], [2.31, -1.15, -1.33], [1.99, 1.19, -0.87], [1.88, 1.63, -2.58], [4.28, 0.53, -1.07], [4.28, 0.82, -2.81], [4.99, 2.57, -1.13], [-1.01, 0.91, -0.51], [-1.57, -0.76, -0.26], [-2.86, 0.98, -3.47], [-2.00, 1.97, -2.53], [-3.74, 0.33, 0.35], [-4.48, 1.35, -0.72], [-4.21, -1.12, -1.39], [-3.95, -0.63, -2.92], [2.37, 1.56, 1.94], [0.91, 0.79, 2.61], [1.17, -0.65, 2.97], [1.41, -1.64, 1.50], [0.12, 0.88, 1.86], [0.63, 1.36, 3.49], [0.31, -1.08, 3.48], [2.05, -0.75, 3.60], [0.56, 3.73, 6.01], [-0.89, 2.95, 6.69], [-0.64, 1.50, 7.02], [-0.38, 0.53, 5.55], [-1.69, 3.05, 5.96], [-1.16, 3.49, 7.60], [-1.51, 1.09, 7.54], [0.24, 1.39, 7.65]],
  "lowdin_charge": [-0.157, -0.844, 0.553, -0.724, 0.517, 0.828, -0.287, -0.302, -0.292, -0.085, -0.212, -0.768, 0.078, 0.043, 0.069, -0.273, -0.252, -0.078, 0.059, 0.031, 0.052, 0.042, 0.002, 0.062, 0.106, 0.114, 0.111, 0.068, 0.032, 0.033, 0.048, 0.070, 0.053, 0.055, 0.062, 0.062, 0.566, -0.676, -0.688, 0.603, 0.065, -0.013, 0.033, 0.066, 0.549, -0.663, -0.639, 0.639, 0.070, 0.071, 0.072, 0.068]
}

Record 2
{
  "formula": "C12H26IrNO5P2S",
  "method": "ωB97M-V/def2-TZVPD",
  "charge": 2,
  "multiplicity": 5,
  "e_tot_ev": -56826.053,
  "elements": ["Ir", "P", "C", "C", "N", "C", "C", "C", "C", "C", "P", "H", "H", "H", "H", "H", "H", "H", "H", "O", "H", "H", "O", "H", "C", "H", "H", "H", "C", "H", "H", "H", "C", "H", "H", "H", "C", "H", "H", "H", "C", "S", "O", "O", "O", "H", "H", "H"],
  "positions_angstrom": [[-0.23, -0.82, 0.77], [1.94, -0.86, 0.56], [2.11, -1.44, -1.11], [0.95, -1.83, -1.76], [-0.27, -1.51, -1.15], [-1.45, -1.65, -1.77], [-1.53, -2.44, -2.91], [-0.35, -2.82, -3.55], [0.87, -2.47, -3.02], [-2.66, -0.96, -1.20], [-2.18, 0.59, -0.38], [1.82, -2.75, -3.49], [-2.52, -2.64, -3.31], [-0.41, -3.39, -4.47], [-3.35, -0.69, -2.01], [-3.20, -1.58, -0.47], [2.16, 2.98, -3.45], [3.07, -1.80, -1.48], [0.59, 5.11, -0.35], [2.62, 2.73, -4.25], [3.50, 3.11, -4.17], [-0.68, 0.65, 0.33], [0.94, 5.38, 0.49], [0.88, 4.61, 1.08], [-1.95, 1.85, -1.65], [-2.80, 1.76, -2.36], [-1.94, 2.85, -1.18], [-0.99, 1.70, -2.18], [-3.42, 1.20, 0.76], [-3.00, 2.07, 1.29], [-4.31, 1.49, 0.17], [-3.68, 0.42, 1.49], [2.41, -2.21, 1.72], [3.24, -2.79, 1.30], [2.70, -1.75, 2.68], [1.53, -2.86, 1.85], [3.05, 0.50, 0.97], [2.68, 0.96, 1.89], [4.07, 0.13, 1.12], [3.02, 1.24, 0.16], [0.19, -0.55, 4.78], [-0.96, 0.11, 3.57], [-1.09, -1.09, 2.52], [-2.26, 0.25, 4.16], [-0.36, 1.28, 2.91], [-0.08, -0.16, 5.77], [1.22, -0.24, 4.54], [0.09, -1.64, 4.76]],
  "lowdin_charge": [1.133, 0.670, -0.114, -0.306, -0.128, -0.301, 0.038, 0.021, 0.049, -0.222, 0.884, 0.145, 0.141, 0.141, 0.120, 0.127, 0.010, 0.114, 0.009, -0.058, 0.047, -0.052, -0.040, 0.031, -0.176, 0.085, 0.078, 0.067, -0.171, 0.087, 0.090, 0.073, -0.197, 0.069, 0.066, 0.048, -0.210, 0.060, 0.076, 0.063, -0.104, 0.506, -0.579, -0.263, -0.365, 0.089, 0.067, 0.081]
}

Record 3
{
  "formula": "C12H26N3OS",
  "method": "ωB97M-V/def2-TZVPD",
  "charge": 1,
  "smiles": "CCOCCC[NH2+]C(=S)N1CCN(CC)CC1",
  "multiplicity": 1,
  "e_above_lowest_kcal_mol": 12.6,
  "e_tot_ev": -30212.342,
  "elements": ["C", "C", "O", "C", "C", "C", "N", "C", "S", "N", "C", "C", "N", "C", "C", "C", "C", "H", "H", "H", "H", "H", "H", "H", "H", "H", "H", "H", "H", "H", "H", "H", "H", "H", "H", "H", "H", "H", "H", "H", "H", "H", "H"],
  "positions_angstrom": [[-2.91, -0.77, 2.13], [-3.00, -1.84, 1.06], [-2.93, -1.34, -0.28], [-4.04, -0.57, -0.74], [-3.73, 0.93, -0.76], [-2.53, 1.24, -1.64], [-1.34, 0.51, -1.13], [-0.56, 1.19, -0.04], [-1.04, 2.66, 0.47], [0.43, 0.45, 0.45], [0.98, -0.77, -0.10], [2.31, -0.45, -0.81], [3.22, 0.10, 0.16], [4.59, 0.23, -0.33], [5.27, -1.12, -0.49], [2.69, 1.33, 0.71], [1.36, 1.04, 1.41], [-2.01, -0.16, 2.02], [-2.86, -1.26, 3.10], [-3.78, -0.13, 2.12], [-2.15, -2.53, 1.13], [-3.92, -2.42, 1.17], [-4.26, -0.92, -1.75], [-4.92, -0.77, -0.11], [-3.54, 1.30, 0.25], [-4.60, 1.47, -1.14], [-2.72, 0.89, -2.66], [-2.32, 2.31, -1.66], [-0.71, 0.28, -1.90], [-1.78, -0.40, -0.72], [0.29, -1.28, -0.77], [1.20, -1.44, 0.74], [2.72, -1.37, -1.21], [2.12, 0.25, -1.65], [5.14, 0.81, 0.42], [4.62, 0.79, -1.28], [4.88, -1.68, -1.34], [6.33, -0.97, -0.66], [5.14, -1.71, 0.41], [3.39, 1.73, 1.44], [2.52, 2.10, -0.07], [0.93, 1.95, 1.83], [1.52, 0.31, 2.21]],
  "lowdin_charge": [-0.050, -0.217, -0.198, -0.165, -0.146, -0.171, 0.054, -0.734, 0.831, -0.109, -0.108, -0.163, -0.187, -0.245, -0.079, -0.156, -0.142, 0.062, 0.090, 0.080, 0.127, 0.130, 0.137, 0.136, 0.087, 0.136, 0.141, 0.086, 0.176, 0.126, 0.121, 0.142, 0.122, 0.135, 0.119, 0.125, 0.063, 0.078, 0.081, 0.133, 0.137, 0.076, 0.140]
}

Record 4
{
  "formula": "C12H26O6Si",
  "method": "ωB97M-V/def2-TZVPD",
  "smiles": "C[Si]1(C)OCCOCCOCCOCCOCCO1",
  "multiplicity": 1,
  "e_above_lowest_kcal_mol": 20.0,
  "e_tot_ev": -33026.311,
  "elements": ["C", "Si", "C", "O", "C", "C", "O", "C", "C", "O", "C", "C", "O", "C", "C", "O", "C", "C", "O", "H", "H", "H", "H", "H", "H", "H", "H", "H", "H", "H", "H", "H", "H", "H", "H", "H", "H", "H", "H", "H", "H", "H", "H", "H", "H"],
  "positions_angstrom": [[0.43, 4.25, 1.36], [0.38, 2.49, 0.67], [1.26, 1.06, 1.48], [0.98, 2.37, -0.92], [2.28, 2.46, -1.45], [2.42, 1.39, -2.53], [2.34, 0.04, -2.15], [0.99, -0.36, -1.76], [1.06, -1.94, -1.37], [-0.14, -2.56, -0.91], [0.16, -3.60, -0.09], [-0.09, -3.22, 1.42], [-1.44, -3.23, 1.82], [-2.15, -1.95, 1.59], [-2.55, -1.76, 0.13], [-3.51, -0.80, -0.02], [-3.10, 0.50, 0.60], [-1.70, 1.08, 0.10], [-1.28, 2.17, 0.79], [-0.06, 5.03, 0.79], [1.41, 4.52, 1.32], [0.14, 4.29, 2.40], [1.91, 0.37, 0.93], [0.61, 0.49, 2.15], [2.10, 1.56, 2.10], [3.12, 2.38, -0.71], [2.44, 3.45, -1.87], [3.36, 1.51, -3.02], [1.80, 1.58, -3.39], [0.62, 0.27, -0.98], [0.35, -0.16, -2.69], [1.92, -2.11, -0.78], [1.35, -2.32, -2.30], [-0.42, -4.55, -0.41], [1.18, -3.95, -0.30], [0.40, -2.27, 1.70], [0.45, -4.02, 1.93], [-1.53, -1.17, 1.87], [-3.03, -1.98, 2.22], [-2.98, -2.79, -0.23], [-1.71, -1.61, -0.59], [-3.07, 0.33, 1.65], [-3.95, 1.06, 0.25], [-0.98, 0.25, 0.17], [-1.80, 1.44, -0.96]],
  "lowdin_charge": [-0.108, 0.466, -0.122, -0.222, -0.214, -0.216, -0.132, -0.116, -0.129, -0.172, -0.214, -0.170, -0.128, -0.135, -0.260, -0.142, -0.076, -0.272, -0.175, 0.046, -0.019, 0.038, 0.039, 0.035, 0.064, 0.137, 0.120, 0.116, 0.119, 0.041, 0.151, 0.108, 0.100, 0.158, 0.112, 0.123, 0.113, 0.080, 0.133, 0.167, 0.110, 0.099, 0.120, 0.081, 0.146]
}

Record 5
{
  "formula": "C12H27As3OsS3",
  "method": "ωB97M-V/def2-TZVPD",
  "charge": 2,
  "multiplicity": 1,
  "e_tot_ev": -230352.940,
  "elements": ["Os", "S", "C", "S", "S", "C", "As", "C", "C", "C", "C", "C", "As", "C", "C", "C", "As", "C", "C", "H", "H", "H", "H", "H", "H", "H", "H", "H", "H", "H", "H", "H", "H", "H", "H", "H", "H", "H", "H", "H", "H", "H", "H", "H", "H", "H"],
  "positions_angstrom": [[1.78, -2.18, -0.07], [4.85, -3.68, 2.43], [3.78, -3.53, 1.32], [3.89, -2.83, -0.34], [1.98, -3.67, 1.51], [-1.20, -3.80, -1.50], [-0.66, -2.28, -0.45], [-1.73, -2.44, 1.15], [-1.31, -0.81, -1.51], [-1.03, 0.66, -1.11], [-1.96, 1.48, -2.03], [0.40, 1.10, -1.45], [1.94, 0.24, -0.65], [2.44, 1.18, 0.96], [3.38, 0.67, -1.85], [-1.37, 0.89, 0.38], [-1.92, 2.73, 0.94], [-2.54, 2.14, 2.68], [-0.21, 3.43, 1.57], [-2.28, -3.76, -1.61], [-0.91, -4.71, -0.99], [-0.71, -3.75, -2.47], [-2.75, -2.25, 0.83], [-1.43, -1.72, 1.91], [-1.63, -3.45, 1.52], [-2.39, -0.97, -1.52], [-0.95, -1.01, -2.52], [-1.85, 1.17, -3.07], [-1.74, 2.55, -1.97], [-3.00, 1.36, -1.73], [0.54, 2.15, -1.19], [0.56, 1.01, -2.52], [2.41, 2.24, 0.76], [3.45, 0.87, 1.21], [1.76, 0.92, 1.77], [3.38, 1.76, -1.92], [3.22, 0.22, -2.83], [4.32, 0.32, -1.43], [-0.57, 0.51, 1.03], [-2.27, 0.31, 0.63], [-3.49, 1.63, 2.57], [-2.69, 3.02, 3.30], [-1.83, 1.48, 3.18], [0.46, 3.65, 0.73], [0.29, 2.78, 2.29], [-0.42, 4.38, 2.05]],
  "lowdin_charge": [0.477, 0.860, -1.657, 0.588, 0.557, -0.244, 0.968, -0.243, -0.328, -0.677, -0.080, -0.303, 1.001, -0.256, -0.241, -0.387, 1.161, -0.334, -0.341, 0.058, 0.047, 0.047, 0.058, 0.034, 0.049, 0.103, 0.097, 0.099, 0.074, 0.097, 0.090, 0.097, 0.044, 0.048, 0.028, 0.061, 0.051, 0.041, 0.054, 0.063, 0.026, 0.033, 0.027, 0.004, 0.018, 0.032]
}

Record 6
{
  "formula": "C12H27BF4GeO3V",
  "method": "ωB97M-V/def2-TZVPD",
  "charge": 2,
  "multiplicity": 2,
  "e_tot_ev": -112765.821,
  "elements": ["V", "C", "C", "C", "C", "O", "Ge", "O", "C", "C", "C", "C", "O", "C", "C", "C", "C", "H", "H", "H", "H", "H", "H", "H", "H", "H", "H", "H", "H", "H", "H", "H", "H", "H", "H", "H", "H", "H", "H", "H", "H", "H", "H", "H", "F", "B", "F", "F", "F"],
  "positions_angstrom": [[-0.01, 0.02, 0.49], [-2.53, 2.85, -0.42], [-2.41, 1.34, -0.49], [-3.16, 0.74, -1.66], [-2.77, 0.67, 0.83], [-0.93, 1.04, -0.71], [0.00, -0.04, -2.19], [-0.45, -1.33, -0.73], [0.06, -2.76, -0.55], [-1.18, -3.62, -0.45], [0.91, -3.10, -1.75], [0.87, -2.77, 0.74], [1.37, 0.27, -0.69], [2.36, 1.41, -0.49], [2.24, 2.31, -1.70], [1.94, 2.11, 0.79], [3.72, 0.76, -0.37], [-3.58, 3.10, -0.28], [-1.96, 3.26, 0.41], [-2.19, 3.31, -1.35], [-4.23, 0.91, -1.53], [-2.86, 1.21, -2.60], [-3.01, -0.34, -1.73], [-3.83, 0.80, 1.05], [-2.60, -0.41, 0.79], [-2.23, 1.12, 1.67], [-1.78, -3.55, -1.35], [-0.87, -4.67, -0.33], [-1.79, -3.35, 0.41], [0.32, -3.06, -2.67], [1.77, -2.43, -1.85], [1.30, -4.11, -1.65], [0.24, -2.54, 1.61], [1.28, -3.76, 0.92], [1.72, -2.09, 0.69], [1.23, 2.72, -1.81], [2.92, 3.15, -1.59], [2.51, 1.78, -2.62], [0.92, 2.51, 0.73], [2.04, 1.45, 1.66], [2.59, 2.96, 0.99], [3.97, 0.20, -1.27], [4.47, 1.54, -0.24], [3.77, 0.09, 0.48], [1.21, -0.32, 4.68], [-0.04, 0.09, 4.68], [-1.02, -0.79, 4.67], [-0.32, 1.38, 4.61], [0.01, -0.06, 2.18]],
  "lowdin_charge": [1.170, 0.005, -0.570, -0.019, -0.012, -0.425, 1.362, -0.441, -0.579, 0.002, -0.028, -0.015, -0.426, -0.577, -0.022, -0.013, 0.005, 0.119, 0.101, 0.106, 0.122, 0.101, 0.092, 0.130, 0.097, 0.100, 0.104, 0.118, 0.101, 0.099, 0.090, 0.120, 0.098, 0.127, 0.093, 0.091, 0.121, 0.100, 0.095, 0.099, 0.129, 0.105, 0.119, 0.101, 0.276, -0.888, 0.276, 0.273, -0.233]
}

Record 7
{
  "formula": "C12H27BrNO4",
  "method": "ωB97M-V/def2-TZVPD",
  "charge": -1,
  "multiplicity": 1,
  "e_tot_ev": -92600.876,
  "elements": ["C", "C", "C", "Br", "C", "O", "N", "O", "H", "H", "H", "H", "H", "H", "H", "C", "C", "O", "C", "C", "H", "H", "H", "H", "H", "H", "H", "H", "H", "H", "C", "C", "O", "C", "C", "H", "H", "H", "H", "H", "H", "H", "H", "H", "H"],
  "positions_angstrom": [[0.65, -2.07, 0.96], [-0.10, -0.90, 0.31], [-1.38, -0.49, 1.05], [-2.21, 0.96, -0.27], [-2.29, -1.52, 1.43], [-2.94, -2.12, 0.26], [-2.80, -3.47, 0.04], [-1.94, -4.03, 0.63], [0.07, -2.49, 1.77], [0.80, -2.87, 0.24], [1.62, -1.75, 1.33], [0.56, -0.04, 0.32], [-0.32, -1.09, -0.73], [-1.13, 0.08, 1.93], [-3.11, -1.10, 2.01], [2.54, 0.44, 5.15], [3.20, 0.76, 3.82], [2.30, 1.10, 2.80], [1.50, 2.24, 3.02], [2.30, 3.53, 3.18], [1.77, -0.32, 5.01], [3.28, 0.07, 5.86], [2.06, 1.32, 5.60], [3.73, -0.12, 3.46], [3.96, 1.55, 3.96], [0.84, 2.09, 3.88], [0.85, 2.32, 2.15], [2.90, 3.53, 4.09], [1.62, 4.38, 3.22], [2.97, 3.66, 2.33], [-2.37, -1.83, -4.91], [-1.60, -1.21, -3.76], [-0.34, -0.67, -4.13], [-0.39, 0.39, -5.06], [-1.15, 1.61, -4.56], [-1.75, -2.57, -5.42], [-3.27, -2.33, -4.53], [-2.69, -1.09, -5.65], [-1.39, -1.97, -3.01], [-2.21, -0.45, -3.25], [-0.79, 0.05, -6.02], [0.66, 0.65, -5.23], [-2.21, 1.40, -4.44], [-1.04, 2.43, -5.26], [-0.77, 1.92, -3.58]],
  "lowdin_charge": [-0.111, -0.317, -0.645, 0.317, -0.284, -0.183, -0.104, -0.030, 0.048, 0.057, 0.049, 0.076, 0.068, 0.070, 0.057, -0.081, -0.289, -0.162, -0.277, -0.083, 0.084, 0.071, 0.064, 0.116, 0.104, 0.110, 0.120, 0.062, 0.074, 0.080, -0.083, -0.278, -0.162, -0.296, -0.081, 0.076, 0.075, 0.061, 0.116, 0.085, 0.102, 0.112, 0.067, 0.069, 0.076]
}

Record 8
{
  "formula": "C12H27Cl2N2OP2Zr",
  "method": "ωB97M-V/def2-TZVPD",
  "charge": 3,
  "multiplicity": 1,
  "e_tot_ev": -62789.947,
  "elements": ["C", "C", "H", "H", "H", "O", "Cl", "Zr", "P", "C", "C", "H", "H", "H", "H", "H", "H", "C", "H", "H", "H", "P", "C", "C", "H", "H", "H", "C", "H", "H", "H", "H", "H", "H", "Cl", "C", "C", "N", "C", "C", "N", "H", "H", "H", "H", "H", "H"],
  "positions_angstrom": [[-0.92, 0.11, -3.98], [-0.07, -0.02, -2.76], [-1.94, -0.03, -3.60], [-0.63, -0.65, -4.76], [-0.72, 1.11, -4.38], [-0.45, 0.03, -1.55], [1.59, -0.09, -3.15], [0.74, -0.04, 0.47], [1.02, -2.68, 0.00], [-0.19, -3.65, 0.96], [0.74, -3.43, -1.64], [0.95, -4.51, -1.61], [2.65, -4.53, 0.18], [1.38, -2.98, -2.41], [3.44, -2.95, -0.18], [-1.20, -3.34, 0.66], [-0.30, -3.30, -1.94], [2.65, -3.45, 0.41], [-0.08, -4.72, 0.77], [2.87, -3.29, 1.48], [-0.07, -3.46, 2.02], [0.65, 2.53, -0.27], [-0.46, 3.58, 0.72], [2.27, 3.36, -0.12], [0.81, 2.67, -2.72], [0.21, 4.16, -1.98], [-0.87, 2.78, -2.17], [0.16, 3.07, -1.94], [3.02, 2.82, -0.72], [2.16, 4.39, -0.48], [-0.23, 4.62, 0.48], [-0.27, 3.39, 1.78], [2.56, 3.35, 0.94], [-1.51, 3.35, 0.48], [2.97, 0.13, 1.31], [-2.81, 0.90, 0.98], [-1.98, 0.32, 2.05], [-0.68, 0.00, 2.01], [-0.33, -0.54, 3.26], [-1.42, -0.54, 4.04], [-2.44, 0.01, 3.27], [-2.24, 0.91, 0.03], [-3.70, 0.29, 0.82], [-3.12, 1.91, 1.23], [0.71, -0.86, 3.43], [-1.54, -0.87, 5.06], [-3.41, 0.16, 3.53]],
  "lowdin_charge": [-0.022, -0.823, 0.112, 0.139, 0.114, -0.258, 0.872, 1.188, 0.713, -0.246, -0.252, 0.080, 0.083, 0.035, 0.060, 0.057, 0.060, -0.237, 0.083, 0.058, 0.047, 0.723, -0.224, -0.246, 0.044, 0.080, 0.061, -0.241, 0.060, 0.081, 0.083, 0.063, 0.060, 0.043, 0.111, 0.031, -0.329, -0.138, -0.099, 0.018, 0.184, 0.068, 0.117, 0.106, 0.127, 0.153, 0.200]
}